#A
Here is C44H36O3P3Pt as an isolated structure from OMol25. Energies are from ωB97M-V/def2-TZVPD.

```
87
Properties=species:S:1:pos:R:3
Pt 0.096 0.304 -0.321
O 2.608 1.051 0.382
C 1.933 0.863 -0.598
C 2.486 0.979 -1.996
C 3.729 1.551 -2.243
C 4.145 1.690 -3.557
C 3.328 1.273 -4.605
C 2.096 0.689 -4.357
C 1.681 0.520 -3.041
P 0.138 -0.207 -2.447
C 0.024 -1.940 -2.941
C 0.600 -2.415 -4.117
C 0.429 -3.739 -4.486
C -0.320 -4.591 -3.685
C -0.887 -4.122 -2.510
C -0.713 -2.799 -2.129
C -1.179 0.623 -3.379
C -1.976 -0.051 -4.298
C -2.966 0.634 -4.991
C -3.155 1.988 -4.774
C -2.361 2.664 -3.853
C -1.383 1.984 -3.152
H 4.335 1.889 -1.414
H 5.105 2.142 -3.771
H 3.654 1.413 -5.628
H 1.461 0.394 -5.183
H 1.193 -1.763 -4.742
H 0.884 -4.108 -5.395
H -0.454 -5.624 -3.975
H -1.459 -4.789 -1.879
H -1.135 -2.440 -1.200
H -1.832 -1.110 -4.474
H -3.585 0.106 -5.705
H -3.921 2.522 -5.321
H -2.507 3.724 -3.684
H -0.770 2.506 -2.425
O -1.606 -1.170 0.464
P -2.576 -0.829 1.558
C -1.653 -0.493 3.085
P -0.709 1.051 2.957
O -0.344 1.296 1.517
C -1.780 2.358 3.554
C -1.963 3.475 2.746
C -2.799 4.498 3.168
C -3.449 4.406 4.388
C -3.268 3.291 5.199
C -2.434 2.268 4.783
C 0.718 0.886 4.016
C 1.715 0.002 3.599
C 2.864 -0.145 4.353
C 3.023 0.587 5.523
C 2.040 1.475 5.934
C 0.888 1.631 5.179
C -3.577 0.612 1.205
C -4.490 1.095 2.141
C -5.236 2.224 1.858
C -5.078 2.870 0.636
C -4.177 2.388 -0.300
C -3.423 1.257 -0.018
C -3.689 -2.181 1.946
C -4.964 -2.219 1.387
C -5.798 -3.298 1.632
C -5.364 -4.342 2.434
C -4.091 -4.315 2.989
C -3.254 -3.240 2.744
H -0.939 -1.313 3.194
H -2.300 -0.476 3.964
H -1.458 3.527 1.790
H -2.944 5.367 2.540
H -4.100 5.207 4.715
H -3.774 3.224 6.153
H -2.292 1.403 5.422
H 1.610 -0.543 2.667
H 3.641 -0.821 4.023
H 3.924 0.472 6.111
H 2.174 2.054 6.838
H 0.132 2.340 5.491
H -4.625 0.586 3.090
H -5.943 2.602 2.585
H -5.666 3.751 0.416
H -4.058 2.884 -1.255
H -2.723 0.871 -0.750
H -5.308 -1.403 0.763
H -6.788 -3.322 1.197
H -6.018 -5.182 2.628
H -3.752 -5.133 3.611
H -2.259 -3.234 3.173
```

Output
**LUMO energy**: -1.88 eV
**Charge**: +1

Löwdin population analysis, charges in e, atoms 1 to 5:
1 Pt 0.9462
2 O 0.0297
3 C -0.4964
4 C -0.2100
5 C -0.0032

#B
Here is C44H36O3P3Pt as an isolated structure from OMol25. Energies are from ωB97M-V/def2-TZVPD.

```
87
Properties=species:S:1:pos:R:3
Pt 0.175 -0.292 -0.281
O 2.668 0.182 0.275
C 2.051 -0.504 -0.497
C 2.640 -1.348 -1.589
C 3.966 -1.264 -1.976
C 4.374 -2.004 -3.080
C 3.468 -2.804 -3.768
C 2.141 -2.898 -3.358
C 1.737 -2.167 -2.253
P 0.119 -2.137 -1.441
C 0.176 -3.568 -0.311
C 1.076 -4.615 -0.492
C 1.124 -5.661 0.419
C 0.270 -5.670 1.512
C -0.635 -4.633 1.693
C -0.679 -3.584 0.790
C -1.119 -2.531 -2.686
C -1.769 -3.762 -2.705
C -2.673 -4.045 -3.722
C -2.929 -3.106 -4.708
C -2.290 -1.871 -4.684
C -1.392 -1.580 -3.672
H 4.649 -0.620 -1.439
H 5.399 -1.941 -3.418
H 3.797 -3.361 -4.635
H 1.443 -3.531 -3.891
H 1.747 -4.621 -1.341
H 1.832 -6.465 0.275
H 0.316 -6.481 2.227
H -1.297 -4.632 2.549
H -1.368 -2.766 0.960
H -1.571 -4.497 -1.937
H -3.174 -5.004 -3.741
H -3.632 -3.333 -5.499
H -2.495 -1.138 -5.452
H -0.897 -0.616 -3.646
O -0.663 -0.303 2.011
P -1.750 0.526 2.627
C -1.322 2.280 2.449
P -1.358 2.823 0.721
O -0.852 1.746 -0.205
C -3.054 3.283 0.377
C -3.655 2.780 -0.772
C -4.970 3.115 -1.064
C -5.680 3.949 -0.216
C -5.081 4.457 0.932
C -3.772 4.123 1.229
C -0.338 4.291 0.645
C 1.033 4.130 0.872
C 1.875 5.225 0.823
C 1.359 6.486 0.546
C 0.005 6.649 0.305
C -0.846 5.553 0.352
C -3.340 0.304 1.822
C -4.507 0.872 2.332
C -5.711 0.701 1.669
C -5.758 -0.044 0.497
C -4.601 -0.611 -0.017
C -3.395 -0.434 0.644
C -1.974 0.237 4.379
C -2.969 -0.616 4.852
C -3.052 -0.906 6.205
C -2.140 -0.351 7.091
C -1.138 0.491 6.627
C -1.053 0.782 5.276
H -0.294 2.388 2.805
H -1.968 2.921 3.052
H -3.091 2.124 -1.424
H -5.440 2.723 -1.957
H -6.705 4.209 -0.447
H -5.635 5.113 1.590
H -3.310 4.532 2.121
H 1.445 3.145 1.065
H 2.935 5.098 0.996
H 2.020 7.342 0.512
H -0.392 7.628 0.073
H -1.901 5.685 0.150
H -4.478 1.457 3.245
H -6.614 1.142 2.069
H -6.701 -0.184 -0.015
H -4.635 -1.187 -0.933
H -2.490 -0.873 0.238
H -3.680 -1.059 4.166
H -3.828 -1.567 6.567
H -2.207 -0.578 8.146
H -0.422 0.915 7.317
H -0.258 1.430 4.926
```

Output
**LUMO energy**: -2.25 eV
**Charge**: +1

Löwdin population analysis, charges in e, atoms 1 to 5:
1 Pt 0.9439
2 O 0.0563
3 C -0.5085
4 C -0.2129
5 C 0.0044

It is #B that is the least stable of them.

#A
Here is C10H13N3 in the gas phase from OMol25. Energies are from ωB97M-V/def2-TZVPD.

```
26
Properties=species:S:1:pos:R:3
C -1.591 0.064 0.200
C -1.280 -0.367 1.571
C -1.237 0.882 2.627
C 0.970 0.399 2.254
C 0.220 -0.382 1.177
C 0.414 -0.034 -1.259
C -0.324 0.090 -2.491
C 0.265 -0.257 -3.719
C 1.493 -0.918 -3.690
C 1.711 -0.501 -1.447
H -2.154 -0.622 -0.486
H -2.189 0.968 0.145
H -1.814 -1.211 2.013
H -2.015 0.853 3.338
H -1.321 1.881 2.022
H 0.121 0.384 4.063
H 1.454 1.319 1.761
H 1.918 -0.196 2.606
H 0.564 -1.446 0.940
H -1.280 0.643 -2.501
H -0.393 -0.035 -4.635
H 2.046 -1.303 -4.548
H 2.317 -0.554 -0.570
N 0.058 0.939 3.243
N -0.172 0.330 -0.053
N 2.219 -0.926 -2.563
```

Output
**LUMO energy**: 0.83 eV
**Charge**: 0
**SMILES string**: c1cncc(N2C[C@@H]3CNC[C@@H]32)c1

Löwdin population analysis, charges in e, atoms 1 to 5:
1 C -0.1642
2 C -0.1812
3 C -0.1597
4 C -0.1887
5 C -0.2437

#B
Here is C10H13N3 in the gas phase from OMol25. Energies are from ωB97M-V/def2-TZVPD.

```
26
Properties=species:S:1:pos:R:3
C -3.553 -1.199 0.209
C -2.427 -0.334 -0.473
C -1.150 -0.286 0.375
C 0.132 1.735 -0.160
C 2.019 0.947 0.238
C 3.414 0.801 0.155
C 3.950 -0.494 -0.103
C 3.024 -1.548 -0.239
C 1.657 -1.457 -0.049
C 1.148 -0.173 0.108
H -3.891 -0.714 1.165
H -4.402 -1.370 -0.446
H -3.197 -2.176 0.499
H -2.168 -0.542 -1.537
H -3.014 0.670 -0.707
H -1.323 0.255 1.395
H -0.802 -1.244 0.602
H -1.059 3.518 -0.457
H -1.829 2.292 0.328
H 3.975 1.673 0.252
H 4.995 -0.663 -0.242
H 3.345 -2.583 -0.146
H 0.851 -2.144 -0.454
N -0.057 0.354 -0.241
N -0.977 2.546 -0.175
N 1.339 2.138 0.104
```

Output
**LUMO energy**: 0.78 eV
**Charge**: 0
**SMILES string**: CCCn1c(N)nc2ccccc21

Löwdin population analysis, charges in e, atoms 1 to 5:
1 C -0.1128
2 C -0.2275
3 C -0.1953
4 C -0.3946
5 C -0.2270

It is #A that is the least stable of them.

#A
Here is a 5-piece molecular cluster, CH11NO4 overall from OMol25. Energies are from ωB97M-V/def2-TZVPD.

```
17
Properties=species:S:1:pos:R:3
C -0.525 -2.328 3.022
N -1.644 -1.863 2.672
H 0.257 -2.519 2.277
H -0.338 -2.569 4.056
H -2.116 -1.627 3.538
H -1.474 0.558 -2.835
H -0.789 1.489 -1.859
O -1.533 0.847 -1.916
H 0.949 3.439 -2.154
H 1.331 2.213 -1.218
O 0.663 2.595 -1.805
H 0.011 -1.767 -1.586
H -0.462 -0.443 -1.027
O 0.307 -1.047 -1.019
H 1.157 0.810 0.350
H 2.339 0.283 -0.406
O 2.087 1.011 0.175
```

Output
**LUMO energy**: 0.70 eV
**Charge**: 0
**SMILES string**: C=N.O.O.O.O

Löwdin population analysis, charges in e, atoms 1 to 5:
1 C -0.1486
2 N 0.0140
3 H 0.0589
4 H 0.0527
5 H 0.0272

#B
Here is a 4-piece molecular cluster, CH11NO4 overall from OMol25. Energies are from ωB97M-V/def2-TZVPD.

```
17
Properties=species:S:1:pos:R:3
N -1.810 1.180 0.118
C -0.701 1.557 -0.687
O 0.570 1.767 -0.037
H -1.664 0.330 0.648
H -2.118 1.910 0.746
H -0.558 0.790 -1.443
H -0.938 2.551 -1.058
H 1.164 1.110 -0.386
H 0.509 0.341 2.381
H 0.391 -1.276 2.609
O -0.012 -0.458 2.324
H 2.202 -0.681 -2.209
H 1.024 -1.532 -1.604
O 1.252 -0.821 -2.212
H 0.772 -1.761 0.525
H -0.465 -2.590 0.355
O 0.383 -2.416 -0.071
```

Output
**LUMO energy**: 0.26 eV
**Charge**: 0
**SMILES string**: NCO.O.O.O

Löwdin population analysis, charges in e, atoms 1 to 5:
1 N 0.0237
2 C -0.3406
3 O -0.0835
4 H 0.0456
5 H 0.0694

It is #A that is the least stable of them.